A 6-piece molecular cluster, C26H55Cl10FNS overall. Source: the OMol25 dataset; level of theory: ωB97M-V/def2-TZVPD.

ORCA input file:
```
! RIJCOSX wB97M-V def2-TZVPD def2/J DEFGRID3
* xyz 1 1
C 2.788 3.269 1.915
C 3.341 1.848 2.194
C 4.873 1.886 2.323
C 5.700 0.721 1.718
C 4.944 -0.519 1.243
C 4.426 -0.421 -0.188
C 3.758 -1.740 -0.573
C 2.374 -1.958 0.079
C 2.393 -3.251 0.894
C 1.069 -3.557 1.575
C 0.527 -2.367 2.370
C -0.632 -1.622 1.674
C -1.758 -1.368 2.682
S -2.759 0.083 2.261
N -1.616 1.298 2.302
C -3.369 -0.117 0.561
C -3.590 1.245 -0.094
C -2.385 1.739 -0.885
F -3.945 2.191 0.885
H 1.929 3.187 1.256
H 3.509 3.858 1.364
H 2.481 3.768 2.827
H 2.981 1.212 1.394
H 2.918 1.515 3.135
H 5.117 1.937 3.379
H 5.254 2.812 1.911
H 6.314 1.094 0.902
H 6.400 0.389 2.479
H 4.111 -0.750 1.908
H 5.640 -1.351 1.276
H 3.765 0.432 -0.323
H 5.291 -0.294 -0.836
H 3.711 -1.879 -1.649
H 4.422 -2.517 -0.199
H 1.664 -2.023 -0.737
H 2.114 -1.109 0.706
H 2.647 -4.049 0.203
H 3.188 -3.153 1.629
H 0.334 -3.933 0.871
H 1.236 -4.374 2.274
H 1.322 -1.687 2.656
H 0.136 -2.753 3.311
H -1.017 -2.256 0.885
H -0.280 -0.672 1.281
H -1.368 -1.136 3.667
H -2.455 -2.194 2.736
H -2.111 2.183 2.360
H -0.998 1.288 1.493
H -2.650 -0.701 -0.005
H -4.312 -0.654 0.607
H -4.447 1.155 -0.755
H -2.533 1.531 -1.938
H -1.485 1.237 -0.559
H -2.299 2.815 -0.767
Cl 0.703 0.738 -1.457
C 1.392 2.295 -1.994
C 1.517 2.375 -3.492
Cl 2.761 1.263 -4.114
H 2.356 2.418 -1.506
H 0.724 3.073 -1.635
H 1.815 3.383 -3.777
H 0.577 2.137 -3.985
Cl -2.822 -5.372 -2.015
C -1.405 -5.400 -3.093
C -0.170 -4.947 -2.361
Cl -0.282 -3.225 -1.912
H -1.624 -4.763 -3.946
H -1.274 -6.421 -3.447
H 0.709 -5.067 -2.992
H -0.021 -5.516 -1.447
Cl -5.073 -2.375 2.012
C -6.031 -3.875 2.243
C -5.156 -5.081 2.469
Cl -4.269 -5.516 0.989
H -6.660 -4.002 1.367
H -6.668 -3.703 3.108
H -5.775 -5.936 2.735
H -4.438 -4.913 3.268
Cl -0.443 4.791 1.634
C 0.234 6.392 1.209
C 0.415 6.552 -0.276
Cl 1.712 5.495 -0.893
H 1.177 6.506 1.737
H -0.466 7.138 1.582
H 0.701 7.576 -0.511
H -0.500 6.317 -0.814
Cl -2.569 2.911 -6.575
C -4.055 2.458 -5.707
C -3.762 1.990 -4.305
Cl -2.900 0.424 -4.290
H -4.562 1.690 -6.284
H -4.689 3.343 -5.671
H -4.696 1.846 -3.762
H -3.154 2.716 -3.771
*
```

Properties
- E_tot: -168116.1815 eV
- Kohn-Sham gap: 10.07 eV
- Strongest force on any atom: 0.024 Eh/bohr
- HOMO: -12.150 eV